Record 1
{"formula": "C2HClF4", "method": "ωB97M-V/def2-TZVPD", "symbols": ["C", "C", "F", "F", "F", "F", "Cl", "H"], "coordinates": [[2.5764, -0.1637, 0.5880], [-0.5586, 1.7145, 0.2343], [2.4324, -1.4151, 0.7332], [0.0290, 0.6732, 0.7937], [-1.4566, 1.4796, -0.7558], [-1.3714, 2.1996, 1.2834], [3.9784, 0.1198, -0.3364], [0.1921, 2.5335, -0.0185]], "orbital_gap_ha": 0.35826, "relative_energy_kcal_mol": 73.77, "e_tot_ev": -25479.6707, "homo_ev": -10.2, "e_lumo_ev": -0.45, "charge": 0}

Record 2
{"formula": "C54H72BN5OPtS", "method": "ωB97M-V/def2-TZVPD", "symbols": ["Pt", "C", "C", "C", "C", "C", "C", "C", "N", "C", "N", "C", "C", "C", "C", "C", "C", "C", "N", "C", "C", "C", "C", "C", "C", "C", "H", "H", "H", "H", "H", "H", "H", "H", "H", "H", "H", "H", "H", "H", "H", "H", "H", "H", "H", "H", "H", "H", "C", "C", "C", "C", "C", "C", "C", "C", "C", "C", "C", "C", "N", "B", "N", "C", "C", "C", "C", "C", "C", "C", "C", "C", "C", "C", "C", "C", "C", "H", "H", "H", "H", "H", "H", "H", "H", "H", "H", "H", "H", "H", "H", "H", "H", "H", "H", "H", "H", "H", "H", "H", "H", "H", "H", "H", "H", "H", "H", "H", "H", "H", "H", "H", "H", "C", "C", "C", "S", "O", "C", "C", "C", "H", "H", "H", "H", "H", "H", "H", "H", "H", "H", "H", "H", "H", "H"], "coordinates": [[0.2250, 0.5545, 0.0368], [-6.0410, 3.3174, -1.9124], [-6.0191, 2.0320, -1.1371], [-7.1372, 1.2141, -1.0583], [-7.1165, 0.0157, -0.3617], [-5.9504, -0.3771, 0.2753], [-4.8225, 0.4249, 0.2226], [-4.8561, 1.6263, -0.4771], [-3.7241, 2.4632, -0.5484], [-2.4572, 2.0860, -0.1174], [-1.8806, 2.9387, 0.7722], [-0.4997, 3.2220, 1.0342], [0.5748, 2.3622, 0.7203], [1.8515, 2.8735, 1.0227], [2.0615, 4.0907, 1.6398], [0.9718, 4.8773, 1.9821], [-0.3085, 4.4606, 1.6813], [-1.4746, 5.3503, 2.0322], [-1.8469, 1.0136, -0.4957], [-2.2928, 0.2653, -1.6110], [-2.5435, 0.8630, -2.8430], [-2.9770, 0.0964, -3.9108], [-3.1493, -1.2730, -3.7707], [-2.8269, -1.8794, -2.5676], [-2.3856, -1.1270, -1.4856], [-1.8829, -1.7790, -0.2355], [-6.9855, 3.4347, -2.4393], [-5.2362, 3.3485, -2.6503], [-5.9251, 4.1897, -1.2616], [-8.0400, 1.5212, -1.5718], [-8.0019, -0.6024, -0.3171], [-5.9124, -1.3098, 0.8223], [-3.9161, 0.1228, 0.7275], [-3.8737, 3.4466, -0.7024], [-2.5260, 3.6142, 1.1466], [2.7063, 2.2860, 0.7372], [3.0681, 4.4306, 1.8491], [1.1139, 5.8323, 2.4729], [-1.1209, 6.2570, 2.5194], [-2.1755, 4.8695, 2.7217], [-2.0370, 5.6615, 1.1462], [-2.3776, 1.9248, -2.9624], [-3.1670, 0.5734, -4.8627], [-3.4997, -1.8670, -4.6038], [-2.9049, -2.9549, -2.4614], [-2.0703, -2.8560, -0.2363], [-2.2979, -1.3587, 0.6778], [-0.0335, -1.9419, -0.8876], [0.6772, -2.1661, -3.8889], [2.0444, -1.5084, -3.6876], [3.0952, -2.1340, -4.6041], [1.9457, -0.0153, -3.8890], [1.4642, 0.4548, -5.1061], [1.3271, 1.8089, -5.3410], [1.6750, 2.7059, -4.3498], [2.1589, 2.2769, -3.1167], [2.6110, 3.2992, -2.1074], [4.0228, 3.7887, -2.4331], [1.6451, 4.4769, -2.0152], [2.2955, 0.9022, -2.8889], [2.8440, 0.3963, -1.6587], [2.1730, -0.0314, -0.4304], [3.2270, -0.7978, 0.2560], [4.3970, -0.7270, -0.5027], [4.1690, -0.0409, -1.6326], [3.1542, -1.7080, 1.3764], [3.1981, -3.1015, 1.1468], [3.1368, -3.9591, 2.2387], [3.0573, -3.4780, 3.5348], [3.0585, -2.1195, 3.7480], [3.1105, -1.2201, 2.6865], [3.1776, 0.2487, 2.9986], [4.4731, 0.5912, 3.7350], [1.9646, 0.7285, 3.7899], [3.2914, -3.7162, -0.2387], [4.0081, -5.0674, -0.2562], [1.9104, -3.8707, -0.8682], [0.7364, -3.2405, -3.7145], [0.3060, -2.0172, -4.9024], [-0.0670, -1.7438, -3.2092], [2.3547, -1.6867, -2.6597], [2.8164, -2.0211, -5.6532], [3.1991, -3.2010, -4.3983], [4.0693, -1.6658, -4.4645], [1.1967, -0.2523, -5.8803], [0.9516, 2.1639, -6.2921], [1.5827, 3.7669, -4.5406], [2.6422, 2.8057, -1.1418], [4.0425, 4.3017, -3.3973], [4.7268, 2.9564, -2.4799], [4.3705, 4.4855, -1.6689], [1.6859, 5.0985, -2.9112], [1.8973, 5.1070, -1.1631], [0.6211, 4.1295, -1.8855], [5.3091, -1.1927, -0.1704], [4.8484, 0.1806, -2.4386], [3.1539, -5.0273, 2.0779], [3.0179, -4.1654, 4.3703], [3.0312, -1.7379, 4.7612], [3.1863, 0.7545, 2.0446], [4.5060, 0.1209, 4.7196], [4.5508, 1.6701, 3.8801], [5.3495, 0.2585, 3.1766], [1.8324, 0.1396, 4.7008], [1.0568, 0.6386, 3.1909], [2.0846, 1.7757, 4.0721], [3.8657, -3.0391, -0.8740], [3.3906, -5.8631, 0.1633], [4.9438, -5.0379, 0.3024], [4.2366, -5.3470, -1.2856], [1.2415, -4.4355, -0.2161], [1.9757, -4.3832, -1.8283], [1.4894, -2.8860, -1.0495], [-3.1930, -4.2014, 2.5125], [-2.4747, -4.1793, 3.8543], [-1.0198, -3.7286, 3.7660], [-0.7513, -2.0520, 3.1401], [-0.4640, -1.5471, -0.1177], [-1.4860, -1.0732, 4.4838], [-2.7811, -0.3609, 4.1114], [-2.5326, 0.7820, 3.1366], [-4.2612, -4.3788, 2.6373], [-2.7965, -4.9903, 1.8706], [-3.0641, -3.2524, 1.9907], [-2.4860, -5.1824, 4.2897], [-3.0111, -3.5354, 4.5562], [-0.4676, -4.3671, 3.0723], [-0.5314, -3.8105, 4.7387], [-0.7410, -0.3317, 4.7801], [-1.6300, -1.7436, 5.3317], [-3.2415, 0.0327, 5.0221], [-3.4832, -1.0830, 3.6854], [-1.8978, 1.5473, 3.5884], [-3.4655, 1.2580, 2.8305], [-2.0152, 0.4365, 2.2379]], "orbital_gap_ha": 0.26642, "relative_energy_kcal_mol": 0.00, "e_tot_ev": -81427.5182, "homo_ev": -7.0, "e_lumo_ev": 0.25, "charge": 0}

Record 3
{"formula": "H4NO2PS", "method": "ωB97M-V/def2-TZVPD", "symbols": ["N", "O", "O", "P", "S", "H", "H", "H", "H"], "coordinates": [[0.7119, -1.0635, 1.1004], [-2.3246, 0.6638, 0.1341], [1.9833, -0.3891, -0.9603], [-1.7316, 1.5296, -0.8642], [1.5407, 0.2115, 0.2614], [0.2699, -0.8871, 2.0549], [0.2015, -1.7671, 0.4197], [-1.2243, 0.4472, -1.8008], [0.5731, 1.2548, -0.3451]], "orbital_gap_ha": 0.30793, "relative_energy_kcal_mol": 129.05, "e_tot_ev": -25770.8856, "homo_ev": -9.5, "e_lumo_ev": -1.12, "charge": 0}

Record 4
{"formula": "C2H10N3", "method": "ωB97M-V/def2-TZVPD", "symbols": ["C", "C", "N", "N", "N", "H", "H", "H", "H", "H", "H", "H", "H", "H", "H"], "coordinates": [[-0.1790, 0.8133, -2.0223], [0.0505, 0.9651, 1.1603], [1.1929, -1.0435, 0.2551], [-1.0063, -1.0901, 0.7359], [0.0293, -0.3102, 0.2715], [0.3534, -0.1281, -2.3490], [-1.1523, 0.8876, -2.3670], [0.3150, 1.7244, -1.7807], [0.5611, 1.6644, 0.6724], [-0.9751, 1.3090, 1.4989], [0.5824, 0.6023, 2.0985], [2.0902, -0.5056, 0.3289], [1.0037, -2.0834, 0.4101], [-1.9812, -0.7426, 0.6231], [-0.8846, -2.0625, 0.4644]], "orbital_gap_ha": [0.32760, 0.33744], "relative_energy_kcal_mol": 39.15, "e_tot_ev": -6693.8051, "homo_ev": [-12.3, -15.5], "e_lumo_ev": [-3.36, -6.36], "charge": 1, "spin_multiplicity": 3}